A gas-phase ion, C5H11N2 (charge +1). Source: OMol25; level of theory: ωB97M-V/def2-TZVPD.

Calculated values
- Lowest unoccupied orbital energy: -3.56 eV
- E_HOMO: -13.6 eV
- E_tot: -306.3281 a.u.

The geometry in ORCA input format:
```
! RIJCOSX wB97M-V def2-TZVPD def2/J DEFGRID3
* xyz 1 1
C -0.348 -1.632 -0.898
C -0.475 -1.473 0.404
C 0.060 -0.408 -1.599
C -0.362 -0.080 0.717
C 0.413 0.565 -0.469
N -0.041 1.906 -0.666
N 0.417 0.243 1.995
H -0.419 -2.585 -1.328
H -0.766 -2.088 1.237
H 0.810 -0.601 -2.392
H -0.761 0.021 -2.161
H -1.443 0.451 0.862
H 1.430 0.456 -0.201
H 0.530 2.554 -1.233
H -0.854 1.869 -1.351
H 1.262 0.858 2.090
H 0.787 -0.707 2.291
H -0.240 0.649 2.702
*
```

Atom charges from the Mulliken analysis, given in e for atoms 1 to 4: number 1, C, carries -0.481; number 2, C, carries -0.719; number 3, C, carries -0.803; number 4, C, carries 0.293